<a>
# C4H15NO2

A 3-piece molecular cluster, C4H15NO2 overall (wB97M-V/def2-TZVPD, OMol25).

Last column: natural (NBO) charge in e.
Atoms and positions in Å:
C1 0.53 1.60 -0.18  -0.61
C2 1.09 0.12 -0.25  -0.18
C3 1.77 -0.18 -1.68  -0.63
C4 0.24 -1.07 0.01  -0.21
N1 -0.22 -1.03 1.41  -0.90
H1 0.32 1.67 0.88  0.22
H2 1.29 2.35 -0.55  0.21
H3 -0.38 1.55 -0.88  0.21
H4 2.03 -0.07 0.57  0.17
H5 2.45 -1.01 -1.35  0.21
H6 2.20 0.81 -2.01  0.21
H7 1.10 -0.56 -2.66  0.20
H8 -0.70 -1.10 -0.70  0.15
H9 0.74 -1.96 -0.19  0.18
H10 0.44 -0.62 2.13  0.38
H11 -0.80 -1.89 1.56  0.37
O1 -1.97 3.53 1.11  -0.92
H12 -1.87 3.95 2.00  0.46
H13 -2.25 4.31 0.62  0.46
O2 -1.76 -3.82 -0.02  -0.93
H14 -1.97 -3.01 -0.60  0.47
H15 -2.26 -3.56 0.79  0.46

Values from the calculation:
* frontier orbital gap: 9.49 eV
* SMILES: CC(C)CN.O.O
* HOMO level: -8.68 eV


<b>
# C4H15NO2

A 3-piece molecular cluster, C4H15NO2 overall (wB97M-V/def2-TZVPD, OMol25).

Last column: natural (NBO) charge in e.
Atoms and positions in Å:
C1 -1.61 -0.66 -0.42  -0.44
N1 -1.83 0.40 0.59  -0.62
C2 -0.64 0.78 1.39  -0.06
C3 0.35 1.59 0.54  -0.63
C4 0.17 -0.30 2.06  -0.63
H1 -0.85 -0.40 -1.16  0.19
H2 -2.59 -0.88 -0.86  0.20
H3 -1.30 -1.58 0.07  0.19
H4 -2.12 1.21 0.05  0.34
H5 -1.19 1.40 2.12  0.20
H6 1.27 1.94 1.01  0.21
H7 -0.08 2.47 0.05  0.20
H8 0.73 0.94 -0.27  0.19
H9 0.85 0.18 2.78  0.22
H10 0.79 -0.94 1.42  0.21
H11 -0.41 -1.09 2.56  0.22
O1 0.13 -0.10 -3.01  -0.93
H12 1.06 -0.37 -3.04  0.48
H13 0.16 0.65 -2.41  0.46
O2 2.08 -1.53 -1.29  -0.95
H14 2.70 -1.29 -0.60  0.48
H15 2.32 -2.42 -1.58  0.48

Values from the calculation:
* frontier orbital gap: 8.85 eV
* SMILES: CNC(C)C.O.O
* HOMO level: -8.42 eV


Result of the stability comparison: <a> is the least stable of them.


<a>
# C6H11P

An isolated molecule of C6H11P (wB97M-V/def2-TZVPD, OMol25).

Last column: natural (NBO) charge in e.
Atoms and positions in Å:
H1 2.79 -0.96 2.67  -0.07
P1 1.90 -0.06 2.10  0.42
C1 0.91 -1.02 1.11  -0.55
C2 0.16 0.14 -0.05  -0.25
C3 1.06 0.29 -1.27  -0.21
C4 1.90 1.31 -1.41  -0.38
C5 -1.43 -0.01 -0.34  -0.40
C6 -2.23 -0.14 0.93  -0.62
H2 0.80 -2.04 0.81  0.20
H3 0.08 1.11 0.57  0.21
H4 1.08 -0.50 -2.04  0.21
H5 2.69 1.18 -2.17  0.20
H6 2.15 2.11 -0.68  0.21
H7 -1.56 -0.84 -1.14  0.19
H8 -1.66 0.88 -0.86  0.20
H9 -1.58 0.39 1.66  0.21
H10 -3.23 0.30 0.73  0.22
H11 -2.38 -1.21 1.28  0.21

Values from the calculation:
* frontier orbital gap: 9.23 eV
* SMILES: [H]/P=C/[C@@H](C=C)CC
* HOMO level: -9.26 eV


<b>
# C6H11P

An isolated molecule of C6H11P (wB97M-V/def2-TZVPD, OMol25).

Last column: natural (NBO) charge in e.
Atoms and positions in Å:
C1 -1.46 0.59 -1.23  -0.59
C2 -1.86 0.20 0.21  -0.43
C3 -1.19 -1.20 0.46  -0.26
C4 0.06 -1.52 0.05  -0.36
C5 0.89 -0.86 -0.95  -0.35
P1 2.36 -0.31 -0.40  0.71
C6 2.01 0.83 0.98  -0.96
H1 -1.93 -0.13 -1.87  0.23
H2 -1.42 1.61 -1.57  0.22
H3 -0.40 0.60 -1.16  0.21
H4 -2.88 0.16 0.36  0.21
H5 -1.50 0.80 1.05  0.21
H6 -1.69 -2.04 0.98  0.21
H7 0.51 -2.53 0.39  0.26
H8 2.92 0.66 -1.26  -0.02
H9 2.79 1.07 1.66  0.24
H10 1.32 0.32 1.66  0.24
H11 1.47 1.75 0.65  0.23

Values from the calculation:
* frontier orbital gap: 7.10 eV
* SMILES: CC/C=C\C#[PH]C
* HOMO level: -7.57 eV


Result of the stability comparison: <b> is the least stable of them.


<a>
# C5H11O2

A 2-piece molecular cluster, C5H11O2 overall (wB97M-V/def2-TZVPD, OMol25).

Last column: natural (NBO) charge in e.
Atoms and positions in Å:
C1 -0.16 -1.06 -2.92  -0.62
C2 0.84 -2.10 -3.48  -0.62
H1 0.18 -0.63 -1.98  0.23
H2 -0.16 -0.22 -3.62  0.20
H3 -1.18 -1.42 -2.82  0.20
H4 0.36 -2.84 -4.12  0.20
H5 1.47 -2.44 -2.67  0.21
H6 1.52 -1.62 -4.20  0.19
C3 0.48 0.19 0.91  -0.52
C4 1.41 -0.22 2.06  -0.63
C5 -0.72 1.10 1.37  0.76
O1 -1.08 1.02 2.56  -0.78
O2 -1.25 1.71 0.42  -0.80
H7 1.01 0.69 0.12  0.19
H8 0.04 -0.70 0.44  0.19
H9 0.80 -0.30 2.96  0.23
H10 2.17 0.53 2.29  0.19
H11 1.80 -1.21 1.83  0.17

Values from the calculation:
* total charge: -1
* frontier orbital gap: 7.22 eV
* HOMO level: -3.76 eV


<b>
# C5H11O2

C5H11O2 as an isolated structure (wB97M-V/def2-TZVPD, OMol25).

Last column: natural (NBO) charge in e.
Atoms and positions in Å:
C1 1.34 0.69 -0.07  -0.02
O1 2.61 0.42 0.43  -0.86
C2 0.26 -0.15 0.67  -0.49
C3 -1.13 0.31 0.50  -0.17
C4 -2.00 -0.27 -0.33  -0.32
C5 -3.40 -0.43 -0.13  -0.36
H1 1.30 0.42 -1.13  0.15
H2 1.12 1.76 0.15  0.12
H3 0.49 -1.15 0.26  0.20
H4 0.54 -0.32 1.72  0.22
H5 -1.52 1.09 1.16  0.17
H6 -2.44 -1.71 0.88  0.00
H7 -1.58 -1.03 -0.99  0.20
H8 -3.82 -1.43 -0.28  0.23
H9 -3.98 0.23 0.51  0.19
H10 4.72 0.11 -1.44  0.42
H11 3.35 0.58 -0.49  0.49
O2 4.12 0.86 -1.43  -1.16

Values from the calculation:
* total charge: -1
* frontier orbital gap: 5.58 eV
* HOMO level: -3.60 eV


Result of the stability comparison: <b> is the least stable of them.


<a>
# C5H11O2

A 2-piece molecular cluster, C5H11O2 overall (wB97M-V/def2-TZVPD, OMol25).

Last column: natural (NBO) charge in e.
Atoms and positions in Å:
C1 -2.07 -1.59 0.74  -0.62
C2 -2.70 -0.54 -0.21  -0.60
H1 -1.05 -1.66 0.35  0.23
H2 -2.24 -1.18 1.69  0.19
H3 -2.39 -2.61 0.81  0.19
H4 -3.66 -0.35 0.19  0.18
H5 -2.71 -0.92 -1.24  0.21
H6 -2.02 0.32 -0.21  0.22
C3 2.47 1.24 -0.26  -0.55
C4 1.59 0.69 0.91  -0.61
C5 1.54 0.76 -1.59  0.79
O1 1.65 -0.44 -1.87  -0.80
O2 1.19 1.67 -2.33  -0.77
H7 2.83 2.29 -0.20  0.18
H8 3.44 0.67 -0.36  0.18
H9 1.32 1.50 1.49  0.18
H10 2.19 -0.10 1.45  0.19
H11 0.61 0.27 0.64  0.20

Values from the calculation:
* total charge: -1
* frontier orbital gap: 7.23 eV
* HOMO level: -3.53 eV


<b>
# C5H11O2

An isolated ion of composition C5H11O2 and charge -1 (wB97M-V/def2-TZVPD, OMol25).

Last column: natural (NBO) charge in e.
Atoms and positions in Å:
O1 -2.08 -2.38 1.76  -0.95
C1 -1.32 -1.72 0.88  0.01
C2 -0.99 -0.26 1.29  -0.42
C3 0.29 0.29 0.64  -0.41
C4 0.10 0.42 -0.87  -0.45
C5 1.08 1.35 -1.55  -0.06
O2 2.46 1.22 -1.13  -0.73
H1 -0.31 -2.21 0.71  0.04
H2 -1.76 -1.68 -0.16  0.05
H3 -1.81 0.40 0.97  0.17
H4 -0.85 -0.27 2.37  0.20
H5 1.06 -0.47 0.86  0.18
H6 0.64 1.20 1.13  0.19
H7 -0.95 0.65 -1.05  0.22
H8 0.15 -0.57 -1.35  0.20
H9 0.82 2.35 -1.21  0.15
H10 1.05 1.28 -2.64  0.15
H11 2.44 0.38 -0.66  0.47

Values from the calculation:
* total charge: -1
* frontier orbital gap: 5.73 eV
* SMILES: [O-]CCCCCO
* HOMO level: -2.24 eV


<c>
# C5H11O2

A 2-piece molecular cluster, C5H11O2 overall (wB97M-V/def2-TZVPD, OMol25).

Last column: natural (NBO) charge in e.
Atoms and positions in Å:
C1 -0.64 1.47 -0.86  -0.41
C2 -0.19 0.21 -1.66  -0.64
C3 0.00 2.69 -1.50  -0.60
H1 -0.41 1.43 0.20  0.21
H2 -1.69 1.51 -1.16  0.19
H3 -1.01 -0.17 -2.28  0.19
H4 0.71 0.47 -2.22  0.17
H5 1.07 2.74 -1.23  0.19
H6 -0.46 3.58 -1.01  0.18
H7 0.14 -0.66 -1.08  0.29
H8 -0.09 2.80 -2.58  0.20
C4 0.24 -2.03 2.85  -0.77
C5 0.60 -2.66 1.40  0.79
O1 0.02 -2.11 0.43  -0.81
O2 1.28 -3.69 1.45  -0.78
H9 -0.01 -0.98 2.62  0.19
H10 1.09 -2.01 3.50  0.19
H11 -0.65 -2.59 3.12  0.20

Values from the calculation:
* total charge: -1
* frontier orbital gap: 7.49 eV
* HOMO level: -3.85 eV


Result of the stability comparison: <b> is the least stable of them.


<a>
# C5H11O2

A 2-piece molecular cluster, C5H11O2 overall (wB97M-V/def2-TZVPD, OMol25).

Last column: natural (NBO) charge in e.
Atoms and positions in Å:
C1 -1.69 1.40 1.54  -0.42
C2 -0.22 1.54 1.99  -0.61
C3 -2.50 0.28 2.15  -0.62
H1 -1.50 1.21 0.47  0.22
H2 -2.16 2.38 1.49  0.19
H3 0.20 2.52 1.74  0.20
H4 -0.08 1.43 3.08  0.18
H5 -2.96 -0.40 1.44  0.22
H6 0.38 0.80 1.49  0.23
H7 -3.21 0.64 2.91  0.19
H8 -1.83 -0.29 2.80  0.20
C4 1.39 -0.05 -0.61  -0.74
C5 1.25 -1.04 -1.79  0.76
O1 1.98 -2.05 -1.77  -0.79
O2 0.36 -0.73 -2.62  -0.80
H9 2.46 0.17 -0.54  0.20
H10 1.20 -0.59 0.32  0.19
H11 0.78 0.85 -0.68  0.19

Values from the calculation:
* total charge: -1
* frontier orbital gap: 7.30 eV
* HOMO level: -3.75 eV


<b>
# C5H11O2

A 2-piece molecular cluster, C5H11O2 overall (wB97M-V/def2-TZVPD, OMol25).

Last column: natural (NBO) charge in e.
Atoms and positions in Å:
C1 2.75 -0.80 0.65  -0.63
C2 2.47 -2.05 1.47  -0.60
H1 3.63 -0.30 1.04  0.19
H2 3.01 -1.17 -0.33  0.20
H3 1.82 -0.16 0.76  0.25
H4 1.75 -1.86 2.25  0.20
H5 2.08 -2.91 0.92  0.20
H6 3.38 -2.48 2.01  0.18
C3 -0.12 0.77 -0.30  -0.55
C4 -0.58 0.84 1.13  -0.63
C5 -1.50 0.56 -1.11  0.77
O1 -1.76 -0.50 -1.70  -0.78
O2 -2.26 1.55 -0.98  -0.82
H7 0.25 1.72 -0.62  0.20
H8 0.48 -0.10 -0.54  0.20
H9 -0.92 -0.12 1.53  0.20
H10 -1.56 1.34 1.29  0.24
H11 0.14 1.34 1.77  0.17

Values from the calculation:
* total charge: -1
* frontier orbital gap: 7.27 eV
* HOMO level: -3.70 eV


Result of the stability comparison: <b> is the least stable of them.


<a>
# C2H6N2O

An isolated molecule of C2H6N2O (wB97M-V/def2-TZVPD, OMol25).

Last column: natural (NBO) charge in e.
Atoms and positions in Å:
N1 0.69 1.08 -0.76  -0.85
C1 -0.10 0.77 0.46  -0.32
C2 -0.28 -0.70 0.67  0.66
N2 -0.43 -1.42 -0.48  -0.83
O1 -0.29 -1.23 1.76  -0.60
H1 1.08 2.01 -0.65  0.37
H2 1.39 0.36 -0.83  0.36
H3 0.32 1.26 1.33  0.20
H4 -1.11 1.18 0.34  0.21
H5 -0.55 -0.95 -1.38  0.40
H6 -0.72 -2.37 -0.45  0.40

Values from the calculation:
* frontier orbital gap: 10.65 eV
* SMILES: NCC(N)=O
* HOMO level: -9.73 eV


<b>
# C2H6N2O

An isolated molecule of C2H6N2O (wB97M-V/def2-TZVPD, OMol25).

Last column: natural (NBO) charge in e.
Atoms and positions in Å:
H1 2.23 -1.63 0.67  0.33
N1 2.11 -1.68 -0.34  -0.72
C1 1.16 -0.95 -0.74  0.41
O1 0.42 -0.16 0.03  -0.65
C2 -1.09 0.65 -0.25  0.13
N2 -1.28 1.11 1.02  -0.80
H2 0.93 -0.92 -1.81  0.13
H3 -1.64 -0.25 -0.49  0.19
H4 -1.05 1.43 -1.01  0.20
H5 -0.84 2.00 1.23  0.38
H6 -0.95 0.41 1.69  0.40

Values from the calculation:
* frontier orbital gap: 10.30 eV
* SMILES: [H]/N=C\OCN
* HOMO level: -9.45 eV


Result of the stability comparison: <b> is the least stable of them.